{"formula": "C48H111AsF6N4O2P2", "method": "ωB97M-V/def2-TZVPD", "elements": ["As", "F", "F", "F", "F", "F", "F", "C", "N", "C", "C", "C", "C", "O", "H", "H", "H", "H", "H", "H", "H", "H", "H", "H", "H", "H", "H", "H", "C", "N", "C", "C", "C", "C", "O", "H", "H", "H", "H", "H", "H", "H", "H", "H", "H", "H", "H", "H", "H", "C", "C", "N", "C", "C", "N", "C", "C", "H", "H", "H", "H", "H", "H", "H", "H", "H", "H", "H", "C", "C", "C", "C", "P", "C", "C", "C", "C", "C", "C", "C", "C", "C", "C", "C", "C", "H", "H", "H", "H", "H", "H", "H", "H", "H", "H", "H", "H", "H", "H", "H", "H", "H", "H", "H", "H", "H", "H", "H", "H", "H", "H", "H", "H", "H", "H", "H", "H", "H", "H", "H", "H", "C", "C", "C", "C", "P", "C", "C", "C", "C", "C", "C", "C", "C", "C", "C", "C", "C", "H", "H", "H", "H", "H", "H", "H", "H", "H", "H", "H", "H", "H", "H", "H", "H", "H", "H", "H", "H", "H", "H", "H", "H", "H", "H", "H", "H", "H", "H", "H", "H", "H", "H", "H", "H"], "coordinates": [[-17.77, 7.87, -14.90], [-18.76, 8.64, -16.26], [-17.24, 9.47, -14.25], [-16.66, 7.19, -13.62], [-18.13, 6.21, -15.30], [-16.37, 7.79, -16.03], [-19.30, 7.84, -13.85], [-12.93, 10.73, -14.01], [-12.77, 9.20, -13.99], [-12.96, 8.61, -15.37], [-11.26, 9.05, -13.52], [-13.77, 8.45, -13.04], [-13.80, 9.06, -11.63], [-12.70, 8.67, -10.93], [-13.87, 10.94, -14.52], [-12.09, 11.08, -14.62], [-12.80, 11.19, -13.03], [-12.21, 9.08, -16.00], [-13.97, 8.78, -15.74], [-12.71, 7.55, -15.47], [-10.95, 8.00, -13.49], [-11.04, 9.33, -12.49], [-10.52, 9.55, -14.14], [-13.47, 7.40, -13.00], [-14.75, 8.49, -13.51], [-14.75, 8.83, -11.15], [-13.90, 10.14, -11.72], [-12.75, 7.79, -10.55], [-19.87, 11.67, -14.75], [-19.03, 12.88, -15.41], [-17.74, 12.20, -15.92], [-19.92, 13.51, -16.53], [-18.57, 14.00, -14.35], [-19.59, 14.46, -13.36], [-20.78, 14.95, -13.92], [-19.15, 11.43, -13.97], [-20.00, 10.91, -15.52], [-20.73, 12.10, -14.25], [-17.14, 11.93, -15.04], [-17.19, 12.95, -16.49], [-17.95, 11.36, -16.58], [-19.69, 14.57, -16.61], [-20.98, 13.36, -16.28], [-19.67, 13.16, -17.53], [-18.02, 14.77, -14.89], [-17.74, 13.62, -13.75], [-19.09, 15.23, -12.77], [-19.88, 13.69, -12.65], [-21.39, 15.36, -13.30], [-13.95, 4.53, -13.69], [-14.69, 3.45, -12.90], [-16.06, 3.38, -13.17], [-16.76, 3.64, -14.33], [-18.09, 3.53, -14.02], [-18.28, 3.10, -12.73], [-16.97, 2.96, -12.29], [-19.50, 2.72, -12.04], [-13.97, 4.09, -14.68], [-12.89, 4.55, -13.41], [-14.50, 5.47, -13.60], [-14.52, 3.67, -11.85], [-14.35, 2.42, -13.01], [-16.36, 4.07, -15.24], [-18.95, 3.89, -14.56], [-16.67, 2.59, -11.32], [-19.34, 1.96, -11.27], [-20.00, 2.22, -12.86], [-19.97, 3.54, -11.51], [-22.75, 4.89, -14.68], [-23.39, 5.90, -13.68], [-22.53, 7.00, -13.15], [-21.68, 6.58, -11.92], [-21.31, 7.90, -10.63], [-22.88, 8.70, -9.96], [-23.80, 7.54, -9.42], [-25.19, 8.11, -9.02], [-26.06, 6.89, -8.97], [-20.25, 9.16, -11.45], [-20.05, 10.46, -10.58], [-21.01, 11.55, -10.96], [-20.88, 12.87, -10.17], [-20.44, 7.15, -9.19], [-19.12, 6.38, -9.37], [-18.80, 5.59, -8.03], [-17.47, 4.77, -8.05], [-22.25, 4.06, -14.20], [-22.20, 5.24, -15.56], [-23.57, 4.46, -15.25], [-24.05, 5.47, -12.92], [-24.16, 6.40, -14.25], [-23.17, 7.86, -12.94], [-21.94, 7.39, -13.98], [-20.67, 6.22, -12.16], [-22.14, 5.69, -11.49], [-23.28, 9.31, -10.76], [-22.70, 9.47, -9.21], [-23.24, 7.01, -8.65], [-23.91, 7.02, -10.37], [-25.45, 8.69, -9.91], [-25.01, 8.84, -8.24], [-27.08, 7.27, -8.99], [-25.91, 6.30, -8.07], [-25.85, 6.28, -9.86], [-20.81, 9.28, -12.38], [-19.32, 8.74, -11.84], [-19.08, 10.89, -10.84], [-20.19, 10.23, -9.53], [-22.00, 11.19, -10.70], [-21.09, 11.74, -12.03], [-20.88, 12.61, -9.12], [-21.80, 13.44, -10.20], [-19.98, 13.40, -10.50], [-21.26, 6.45, -9.03], [-20.49, 7.88, -8.39], [-18.31, 7.00, -9.75], [-19.33, 5.59, -10.09], [-19.63, 4.98, -7.67], [-18.65, 6.32, -7.24], [-17.44, 4.02, -8.84], [-17.20, 4.35, -7.09], [-16.62, 5.41, -8.31], [-19.82, 4.42, -21.13], [-18.65, 4.74, -20.23], [-18.40, 6.24, -19.88], [-17.13, 6.45, -19.00], [-16.22, 7.95, -19.45], [-15.95, 8.04, -21.21], [-15.28, 9.29, -21.78], [-15.00, 9.20, -23.31], [-13.69, 8.49, -23.66], [-14.54, 7.89, -18.74], [-13.50, 7.10, -19.58], [-12.20, 7.17, -18.77], [-11.07, 6.48, -19.52], [-17.12, 9.39, -18.88], [-18.45, 9.61, -19.67], [-19.01, 11.10, -19.64], [-19.98, 11.46, -20.80], [-19.84, 3.40, -21.51], [-19.78, 5.17, -21.92], [-20.65, 4.74, -20.50], [-18.73, 4.24, -19.26], [-17.72, 4.29, -20.59], [-18.44, 6.70, -20.87], [-19.30, 6.70, -19.48], [-17.48, 6.48, -17.97], [-16.42, 5.62, -19.05], [-16.90, 7.78, -21.69], [-15.33, 7.16, -21.41], [-14.42, 9.67, -21.23], [-15.96, 10.10, -21.51], [-14.84, 10.15, -23.82], [-15.93, 8.80, -23.72], [-13.85, 7.41, -23.60], [-12.85, 8.90, -23.09], [-13.28, 8.65, -24.66], [-14.71, 7.43, -17.76], [-14.22, 8.93, -18.65], [-13.35, 7.39, -20.62], [-13.83, 6.06, -19.62], [-12.36, 6.84, -17.75], [-12.02, 8.23, -18.64], [-10.12, 6.52, -18.99], [-10.82, 7.03, -20.43], [-11.33, 5.45, -19.76], [-17.00, 9.48, -17.80], [-16.52, 10.17, -19.34], [-18.27, 9.46, -20.74], [-19.24, 8.90, -19.45], [-19.48, 11.06, -18.65], [-18.21, 11.82, -19.55], [-19.42, 11.68, -21.71], [-20.48, 12.42, -20.69], [-20.65, 10.62, -20.95]], "lumo_energy_ha": [-0.196, -0.197], "mol_weight_g_mol": 1027.30, "s2": 0.7522, "charge": 3, "homo_lumo_gap_ev": [4.19, 10.36], "spin_multiplicity": 2, "homo_energy_ha": [-0.3499, -0.5777]}

{"formula": "C48H112N16O16", "method": "ωB97M-V/def2-TZVPD", "elements": ["C", "C", "O", "N", "C", "H", "H", "H", "H", "H", "H", "H", "C", "C", "O", "N", "C", "H", "H", "H", "H", "H", "H", "H", "C", "C", "O", "N", "C", "H", "H", "H", "H", "H", "H", "H", "C", "C", "O", "N", "C", "H", "H", "H", "H", "H", "H", "H", "C", "C", "O", "N", "C", "H", "H", "H", "H", "H", "H", "H", "C", "C", "O", "N", "C", "H", "H", "H", "H", "H", "H", "H", "C", "C", "O", "N", "C", "H", "H", "H", "H", "H", "H", "H", "C", "C", "O", "N", "C", "H", "H", "H", "H", "H", "H", "H", "C", "C", "O", "N", "C", "H", "H", "H", "H", "H", "H", "H", "C", "C", "O", "N", "C", "H", "H", "H", "H", "H", "H", "H", "C", "C", "O", "N", "C", "H", "H", "H", "H", "H", "H", "H", "C", "C", "O", "N", "C", "H", "H", "H", "H", "H", "H", "H", "C", "C", "O", "N", "C", "H", "H", "H", "H", "H", "H", "H", "C", "C", "O", "N", "C", "H", "H", "H", "H", "H", "H", "H", "C", "C", "O", "N", "C", "H", "H", "H", "H", "H", "H", "H", "C", "C", "O", "N", "C", "H", "H", "H", "H", "H", "H", "H"], "coordinates": [[3.85, 8.12, 2.82], [3.09, 6.78, 2.97], [2.92, 6.22, 4.00], [2.48, 6.23, 1.88], [1.56, 5.04, 1.78], [4.14, 8.21, 1.77], [4.80, 8.06, 3.34], [3.28, 9.01, 3.09], [2.50, 6.77, 1.02], [0.63, 5.32, 2.28], [1.97, 4.27, 2.44], [1.28, 4.59, 0.83], [-5.38, -4.59, 0.62], [-6.75, -5.29, 0.47], [-7.68, -4.73, -0.10], [-6.94, -6.47, 1.07], [-8.19, -7.21, 1.05], [-5.31, -4.15, 1.62], [-5.32, -3.73, -0.05], [-4.55, -5.23, 0.31], [-6.10, -7.00, 1.25], [-8.36, -7.73, 0.11], [-8.94, -6.46, 1.32], [-8.13, -7.99, 1.80], [5.67, 1.46, 0.95], [7.01, 0.71, 1.08], [7.90, 0.77, 0.26], [7.15, -0.02, 2.20], [8.33, -0.71, 2.61], [5.90, 2.13, 1.77], [4.83, 0.86, 1.28], [5.46, 1.92, -0.02], [6.37, 0.00, 2.83], [8.71, -0.31, 3.55], [9.11, -0.71, 1.85], [8.15, -1.78, 2.61], [-3.92, -0.61, 5.74], [-3.61, -1.50, 6.87], [-3.67, -2.65, 6.67], [-3.26, -0.93, 8.04], [-2.92, -1.62, 9.29], [-3.43, -0.88, 4.80], [-3.58, 0.41, 5.96], [-4.97, -0.58, 5.46], [-3.38, 0.07, 8.10], [-3.67, -2.36, 9.59], [-2.76, -0.84, 10.04], [-2.00, -2.16, 9.06], [6.00, -2.72, -2.72], [7.43, -3.04, -3.27], [7.76, -3.90, -4.05], [8.29, -2.03, -3.00], [9.62, -1.94, -3.53], [5.72, -3.70, -2.32], [5.30, -2.32, -3.46], [6.00, -1.88, -2.03], [8.01, -1.32, -2.33], [9.85, -0.90, -3.74], [9.82, -2.52, -4.43], [10.31, -2.27, -2.75], [-5.17, -1.78, -3.89], [-5.32, -2.01, -5.46], [-4.42, -1.71, -6.24], [-6.29, -2.66, -5.98], [-7.21, -3.60, -5.38], [-5.07, -2.76, -3.44], [-6.01, -1.32, -3.36], [-4.22, -1.30, -3.67], [-6.33, -2.65, -6.99], [-7.33, -3.37, -4.32], [-6.90, -4.64, -5.53], [-8.18, -3.58, -5.87], [-1.60, 1.64, -1.30], [-1.17, 0.46, -0.41], [-1.97, -0.05, 0.29], [0.01, 0.02, -0.58], [0.60, -1.07, 0.16], [-2.41, 1.32, -1.96], [-0.81, 2.04, -1.93], [-1.90, 2.52, -0.74], [0.54, 0.47, -1.32], [1.21, -0.78, 1.02], [1.27, -1.65, -0.47], [-0.09, -1.80, 0.58], [-2.04, 5.41, -9.68], [-1.59, 4.69, -8.48], [-0.43, 4.76, -8.12], [-2.55, 4.09, -7.69], [-2.46, 3.47, -6.39], [-1.60, 6.40, -9.80], [-3.12, 5.43, -9.82], [-1.68, 4.84, -10.54], [-3.53, 4.22, -7.90], [-3.44, 3.02, -6.26], [-2.36, 4.27, -5.66], [-1.77, 2.63, -6.31], [-1.20, -5.71, 4.01], [-0.62, -6.91, 4.66], [0.48, -6.82, 5.20], [-1.30, -8.05, 4.51], [-0.81, -9.38, 4.90], [-0.71, -5.58, 3.05], [-1.07, -4.80, 4.59], [-2.29, -5.76, 3.90], [-2.05, -8.05, 3.83], [-0.05, -9.34, 5.68], [-0.50, -9.97, 4.03], [-1.49, -10.00, 5.48], [-5.19, 6.94, -1.04], [-4.02, 7.43, -0.16], [-3.16, 6.59, 0.14], [-4.02, 8.74, 0.21], [-3.15, 9.31, 1.23], [-5.84, 6.19, -0.59], [-4.71, 6.53, -1.94], [-5.75, 7.79, -1.42], [-4.88, 9.20, -0.05], [-3.58, 9.23, 2.23], [-3.20, 10.38, 1.03], [-2.08, 9.11, 1.26], [1.45, 7.01, -3.05], [2.13, 8.40, -2.87], [2.83, 8.59, -1.85], [1.87, 9.38, -3.72], [2.49, 10.69, -3.63], [2.23, 6.27, -2.91], [1.03, 6.84, -4.04], [0.60, 6.83, -2.39], [1.33, 9.23, -4.56], [3.01, 10.74, -2.67], [1.75, 11.49, -3.66], [3.16, 10.82, -4.48], [5.22, 2.32, 6.05], [4.03, 1.46, 5.63], [4.28, 0.49, 4.99], [2.78, 1.86, 5.86], [1.66, 1.01, 5.55], [5.07, 2.59, 7.10], [5.29, 3.17, 5.37], [6.19, 1.82, 5.99], [2.70, 2.87, 5.88], [1.73, -0.05, 5.78], [1.46, 0.97, 4.48], [0.80, 1.36, 6.12], [-6.96, 1.64, 0.06], [-8.46, 1.60, 0.14], [-9.08, 2.19, -0.73], [-9.03, 0.87, 1.08], [-8.42, 0.24, 2.27], [-6.62, 2.33, 0.83], [-6.71, 2.03, -0.92], [-6.56, 0.63, 0.17], [-10.04, 0.95, 1.04], [-7.60, 0.84, 2.65], [-7.92, -0.64, 1.88], [-9.20, -0.05, 2.98], [4.58, -4.27, 3.73], [5.64, -4.92, 4.67], [6.82, -4.95, 4.43], [5.06, -5.55, 5.72], [5.82, -6.23, 6.76], [5.04, -4.43, 2.75], [4.28, -3.23, 3.88], [3.68, -4.88, 3.63], [4.08, -5.77, 5.60], [6.19, -5.51, 7.49], [6.73, -6.65, 6.33], [5.25, -7.00, 7.29], [3.29, 1.84, -6.01], [2.52, 0.85, -5.17], [2.60, 1.02, -3.98], [1.97, -0.24, -5.71], [1.31, -1.38, -4.98], [4.21, 2.15, -5.51], [2.77, 2.80, -6.10], [3.61, 1.43, -6.97], [2.05, -0.26, -6.71], [2.04, -2.18, -4.93], [0.49, -1.65, -5.65], [0.91, -1.16, -3.99], [-0.23, -5.98, -3.10], [1.26, -6.27, -2.76], [1.75, -5.99, -1.67], [1.96, -6.97, -3.61], [3.30, -7.56, -3.41], [-0.58, -4.95, -3.13], [-0.81, -6.53, -2.35], [-0.57, -6.51, -3.99], [1.55, -6.96, -4.54], [4.03, -6.80, -3.67], [3.47, -8.22, -4.27], [3.56, -8.08, -2.49]], "lumo_energy_ha": 0.004, "mol_weight_g_mol": 1169.52, "homo_lumo_gap_ev": 9.06, "spin_multiplicity": 1, "relative_energy_kcal_mol": 173.8, "homo_energy_ha": -0.3294}